1.
This record from the Open Molecules 2025 dataset describes C34H31As2F5GeRu as an isolated structure in a non-equilibrium geometry. The level of theory is ωB97M-V with the def2-TZVPD basis set.

Structure (XYZ):
```
74
Properties=species:S:1:pos:R:3:lowdin_spin:R:1
Ru -0.4703 0.4913 0.1671 0.57
C -3.4335 3.0187 -0.4169 0.00
As -1.6222 2.6340 0.1079 0.00
C -1.5547 2.8348 2.0376 0.00
C -0.4344 4.0278 -0.4649 0.00
C -0.7979 5.3687 -0.4728 0.00
C 0.1799 6.3316 -0.6869 0.00
C 1.5046 5.9588 -0.8777 0.00
C 1.8644 4.6169 -0.8931 0.00
C 0.8864 3.6505 -0.6946 0.00
As 1.2058 1.7813 -1.0256 0.00
C 3.0853 1.4194 -0.7884 -0.01
C 0.9536 1.7218 -2.9478 0.01
H -3.7206 3.9329 0.1033 0.00
H -4.0861 2.2041 -0.1165 0.00
H -3.4861 3.1665 -1.4931 0.00
H -1.7342 3.8889 2.2541 0.00
H -0.5623 2.5796 2.4148 0.00
H -2.3101 2.2147 2.5138 0.00
H -1.8226 5.6772 -0.3035 0.00
H -0.0922 7.3784 -0.6948 0.00
H 2.2605 6.7175 -1.0296 0.00
H 2.8965 4.3434 -1.0753 0.00
H 3.6250 1.9254 -1.5890 0.00
H 3.2496 0.3469 -0.8624 0.00
H 3.4307 1.7835 0.1759 0.00
H 1.5293 2.5436 -3.3724 0.00
H -0.1004 1.8574 -3.1820 0.00
H 1.3200 0.7806 -3.3506 0.00
C 4.9344 -1.6686 2.1339 0.00
C 4.4322 -2.8303 1.5592 0.00
C 3.1210 -2.8702 1.1185 0.00
C 2.2982 -1.7411 1.2600 0.00
C 2.8204 -0.5739 1.8387 0.00
C 4.1282 -0.5398 2.2771 0.00
Ge 0.4772 -1.9112 0.7901 0.00
C -0.8268 -0.8431 1.8906 -0.01
C -0.3899 -0.5249 3.1924 0.02
C -1.3314 -0.2764 4.1773 0.00
C -2.6910 -0.3068 3.8731 0.03
C -3.1300 -0.5862 2.5821 0.00
C -2.2054 -0.8704 1.5861 0.02
C -0.1736 -3.5340 0.0425 0.00
C 0.5818 -4.2280 -0.9130 0.00
C 0.1227 -5.4339 -1.4110 0.00
C -1.0828 -5.9630 -0.9573 0.00
C -1.8354 -5.2813 -0.0091 0.00
C -1.3924 -4.0635 0.4823 0.00
H 5.9592 -1.6408 2.4803 0.00
H 5.0620 -3.7042 1.4648 0.00
H 2.7337 -3.7867 0.6910 0.00
H 2.1969 0.3077 1.9576 0.00
H 4.5293 0.3533 2.7379 0.00
H 0.6646 -0.5106 3.4347 0.00
H -1.0090 -0.0664 5.1887 0.00
H -3.4157 -0.1229 4.6563 0.00
H -4.1897 -0.6362 2.3677 0.00
H -2.5580 -1.1943 0.6141 0.00
H 1.5282 -3.8385 -1.2714 0.00
H 0.7125 -5.9650 -2.1460 0.00
H -1.4332 -6.9125 -1.3394 0.00
H -2.7653 -5.6974 0.3536 0.00
H -1.9892 -3.5567 1.2319 0.00
F -3.2409 0.1886 -1.2549 0.02
C -2.2947 -0.4667 -1.9346 0.07
C -0.9641 -0.4499 -1.4528 0.05
C -0.0556 -1.1887 -2.2409 0.06
F 1.2268 -1.2542 -1.8279 0.01
C -0.3950 -1.8735 -3.3760 0.00
F 0.5017 -2.5590 -4.0515 -0.01
C -1.7293 -1.8455 -3.8071 0.13
F -2.0778 -2.4906 -4.8776 0.05
C -2.6843 -1.1314 -3.0736 0.00
F -3.9344 -1.1079 -3.4753 -0.01
```

ΔE to the lowest compared entry with this formula, charge and spin: 9.5 kcal/mol
Spin multiplicity: 2
Kohn-Sham gap (alpha / beta): 0.223 / 0.208 Eh
Net charge: +3
Lowest unoccupied orbital energy (alpha / beta): -11.16 / -11.59 eV

=====

2.
This record from the Open Molecules 2025 dataset describes C34H31AsN2S2Zr as an isolated structure in a non-equilibrium geometry. The level of theory is ωB97M-V with the def2-TZVPD basis set.

Structure (XYZ):
```
71
Properties=species:S:1:pos:R:3:mulliken_charge:R:1
Zr 0.1995 -0.1907 0.6717 0.54
C -1.8871 2.1939 0.3164 -1.75
N -1.8435 0.9616 1.1617 1.64
C -1.8746 1.4145 2.5981 -1.26
C -0.5068 1.3369 3.2248 -0.69
N 0.0682 -0.0311 3.0627 1.03
C -0.8271 -1.0447 3.7178 -1.33
C 1.3576 -0.1184 3.7783 -0.55
C 1.4880 0.3017 5.0947 -0.37
C 2.6946 0.1186 5.7533 -1.02
C 3.7567 -0.4977 5.1056 -0.64
C 3.6213 -0.9230 3.7955 -0.76
C 2.4159 -0.7263 3.1293 1.14
S 2.2598 -1.2061 1.4393 -0.26
C -3.0033 0.0963 0.8564 -0.39
C -4.2774 0.6523 0.8459 -0.54
C -5.3823 -0.1365 0.5776 -0.91
C -5.2151 -1.4903 0.3195 -0.76
C -3.9499 -2.0473 0.3417 -0.94
C -2.8267 -1.2644 0.6154 1.28
S -1.2678 -2.1203 0.6915 -0.31
H -2.7251 2.8256 0.6042 0.60
H -1.9906 1.9104 -0.7254 0.32
H -0.9694 2.7671 0.4605 0.51
H -2.5900 0.7994 3.1361 0.56
H -2.2379 2.4415 2.6470 0.53
H -0.6168 1.5883 4.2808 0.57
H 0.2007 2.0569 2.7958 0.36
H -0.9753 -0.7550 4.7589 0.36
H -0.3326 -2.0100 3.6661 0.32
H -1.7788 -1.1158 3.2032 0.45
H 0.6663 0.7556 5.6318 0.35
H 2.7992 0.4501 6.7769 0.42
H 4.6927 -0.6495 5.6253 0.42
H 4.4472 -1.4017 3.2866 0.48
H -4.4244 1.7031 1.0573 0.42
H -6.3694 0.3044 0.5720 0.45
H -6.0719 -2.1157 0.1095 0.44
H -3.8223 -3.1054 0.1539 0.52
C -0.5949 -0.6329 -6.7155 -0.54
C -1.2397 -1.5475 -5.8933 -0.78
C -1.2170 -1.3820 -4.5165 -0.33
C -0.5244 -0.3012 -3.9833 0.54
C 0.1185 0.6260 -4.7912 -0.27
C 0.0759 0.4510 -6.1691 -0.86
As -0.4896 -0.1405 -2.0645 0.55
C 0.7415 1.3384 -1.7295 0.37
C 0.4588 2.7096 -1.8101 -1.22
C 1.4712 3.6286 -1.6187 -0.84
C 2.7675 3.1974 -1.3180 -0.90
C 3.0652 1.8518 -1.2463 -0.83
C 2.0560 0.9122 -1.4820 1.12
C 2.2498 -0.5484 -1.5583 1.73
C 3.4759 -1.2069 -1.6026 -0.52
C 3.4849 -2.5851 -1.6901 -0.83
C 2.2937 -3.3238 -1.7202 -0.77
C 1.0775 -2.6799 -1.6813 -0.87
C 1.0526 -1.2777 -1.6093 0.01
H -0.6205 -0.7643 -7.7887 0.41
H -1.7702 -2.3860 -6.3234 0.41
H -1.7400 -2.0901 -3.8847 0.44
H 0.6538 1.4704 -4.3780 0.34
H 0.5714 1.1648 -6.8134 0.42
H -0.5359 3.0587 -2.0563 0.65
H 1.2660 4.6871 -1.7069 0.50
H 3.5493 3.9275 -1.1564 0.48
H 4.0742 1.5283 -1.0282 0.46
H 4.4066 -0.6574 -1.5683 0.44
H 4.4310 -3.1082 -1.7357 0.45
H 2.3338 -4.4026 -1.7835 0.48
H 0.1553 -3.2457 -1.7147 0.51
```

Kohn-Sham gap: 0.258 Eh
Net charge: +2
Lowest unoccupied orbital energy: -6.67 eV

=====

3.
This record from the Open Molecules 2025 dataset describes a 2-piece molecular cluster, C34H31BBr2F6O2S overall in a non-equilibrium geometry. The level of theory is ωB97M-V with the def2-TZVPD basis set.

Structure (XYZ):
```
77
Properties=species:S:1:pos:R:3:mulliken_charge:R:1
C -3.2883 5.4845 2.5515 -1.29
C -2.4161 4.3043 2.3437 0.64
C -1.9455 3.4493 3.3160 -0.78
C -1.2424 2.3134 2.7964 -1.33
C -1.1644 2.3283 1.4185 0.58
B -0.8653 1.0373 0.4223 1.85
C 0.7045 1.4391 0.5707 0.15
C 1.2161 2.4580 -0.2205 -1.17
C 2.5344 2.8736 -0.0753 -0.09
C 3.0332 4.0154 -0.9117 0.60
F 4.2330 3.7283 -1.5139 -0.21
F 2.1581 4.3302 -1.9159 -0.29
F 3.2312 5.1490 -0.1727 -0.28
C 3.3718 2.2771 0.8652 -0.83
C 2.8505 1.2468 1.6407 0.01
C 3.7381 0.5921 2.6614 0.61
F 3.0391 -0.1646 3.5577 -0.29
F 4.6497 -0.2537 2.0626 -0.23
F 4.4711 1.5024 3.3717 -0.28
C 1.5318 0.8166 1.4934 -0.84
O -1.3652 -0.0403 1.1892 -0.63
C -2.5017 -0.5331 0.4780 2.06
C -2.0826 -1.8697 -0.0847 -1.85
C -3.6232 -0.8017 1.4570 -2.00
C -2.7786 0.5719 -0.6685 1.97
C -3.1471 0.0095 -2.0306 -1.80
C -3.8496 1.5665 -0.2542 -2.12
O -1.5182 1.2304 -0.8208 -0.83
S -1.8395 3.7860 0.7738 -0.22
H -3.6418 5.4820 3.5888 0.36
H -2.7379 6.4194 2.3866 0.26
H -4.1601 5.4664 1.8840 0.27
H -2.1465 3.6259 4.3699 0.33
H -0.8014 1.5568 3.4449 0.50
H 0.5668 2.9690 -0.9193 0.90
H 4.3958 2.6075 0.9975 0.57
H 1.1520 0.0234 2.1291 0.67
H -2.8428 -2.3522 -0.7046 0.45
H -1.1787 -1.7245 -0.6864 -0.46
H -1.8098 -2.5444 0.7322 0.65
H -4.4641 -1.2778 0.9331 0.38
H -3.2598 -1.4982 2.2213 0.43
H -3.9795 0.1038 1.9528 0.32
H -4.0503 -0.6056 -1.9454 0.32
H -3.3450 0.8334 -2.7241 0.47
H -2.3311 -0.5958 -2.4416 0.14
H -4.8398 1.0847 -0.2999 0.39
H -3.6864 1.9511 0.7581 0.33
H -3.8507 2.4161 -0.9440 0.46
Br 7.0499 0.7709 -2.0221 -0.14
C 5.2321 0.2899 -1.8187 -0.04
C 4.2440 0.9080 -2.6030 -0.72
C 2.9085 0.5904 -2.4076 -0.15
C 2.5150 -0.4154 -1.4916 0.92
C 1.1525 -0.8933 -1.3651 -0.01
C 1.0156 -2.2902 -1.3065 -0.30
C 0.0129 -3.0414 -1.9273 -0.18
C -0.3455 -4.3823 -1.5450 0.81
C -1.5523 -4.9595 -2.0328 -0.25
C -2.0182 -6.1721 -1.5394 -0.68
C -1.2655 -6.8654 -0.5763 0.05
Br -1.9096 -8.4939 0.1267 -0.14
C -0.0273 -6.3632 -0.1387 -0.66
C 0.4258 -5.1331 -0.6160 -0.37
C 3.5403 -1.0213 -0.7203 -0.27
C 4.8762 -0.6949 -0.8854 -0.85
H 4.5440 1.6066 -3.3760 0.47
H 2.1374 1.0832 -2.9898 0.41
H 0.3095 -0.2523 -1.6138 0.47
H 1.7914 -2.8458 -0.7837 0.15
H -0.5550 -2.5802 -2.7406 0.28
H -2.1248 -4.4126 -2.7850 0.39
H -2.9581 -6.5824 -1.8889 0.42
H 0.5733 -6.9281 0.5728 0.43
H 1.3827 -4.7474 -0.2567 0.36
H 3.2602 -1.7566 0.0266 0.33
H 5.6614 -1.2055 -0.3302 0.42
```

Kohn-Sham gap: 0.108 Eh
Net charge: 0
Lowest unoccupied orbital energy: -3.50 eV

=====

Q: What is the formula in the first record?
A: C34H31As2F5GeRu

=====

Q: Among the records above, which one has the highest net charge?
A: C34H31As2F5GeRu